Record 1
The following is a quantum chemistry calculation of a cluster of 3 separate species, C4H14O2 in total, from the OMol25 dataset.

The orbital gap comes out at 11.692 eV. The total energy comes out at -311.25122 Eh. The strongest force on any atom is 2.48 eV Å⁻¹. The SMILES is CCCC.O.O. The HOMO energy is -11.07 eV.

Geometry as ORCA input:
```
! RIJCOSX wB97M-V def2-TZVPD def2/J DEFGRID3
* xyz 0 1
H 0.393 3.275 0.956
H 0.170 -2.264 -1.304
C 1.129 -0.984 1.175
H -0.018 0.808 -1.158
H 0.199 -0.386 -2.599
O -1.934 1.739 0.559
H 1.101 0.111 1.160
H 1.326 -0.216 -1.300
H -1.972 1.356 -0.332
H -0.022 3.009 -0.329
H -1.399 -1.660 -1.162
H -0.413 -2.486 0.972
H 1.909 -1.434 0.564
H 1.315 -1.233 2.218
C -0.270 -1.449 0.665
H -1.058 1.574 0.957
O 0.681 2.645 0.247
C -0.374 -1.412 -0.876
C 0.267 -0.172 -1.528
H -1.031 -0.822 1.115
*
```

***

Record 2
The following is a quantum chemistry calculation of a cluster of 3 separate species, C4H14O2 in total, from the OMol25 dataset.

The orbital gap comes out at 11.582 eV. The total energy comes out at -311.25618 Eh. The strongest force on any atom is 2.48 eV Å⁻¹. The SMILES is CC(C)C.O.O. The HOMO energy is -10.87 eV.

Geometry as ORCA input:
```
! RIJCOSX wB97M-V def2-TZVPD def2/J DEFGRID3
* xyz 0 1
H 0.823 -0.342 -1.345
H 1.664 -3.059 0.608
H -0.145 0.144 1.146
H 1.258 -1.645 0.122
O 2.360 0.324 1.990
C 0.162 0.507 -1.549
H 2.694 -0.401 1.454
C -0.840 -0.482 0.577
H -0.027 0.583 -2.604
H -1.117 2.287 -0.196
C -1.131 0.225 -0.726
O 1.994 -2.156 0.476
H -2.545 1.617 0.318
C -1.858 1.522 -0.527
H 0.671 1.448 -1.296
H -2.230 2.003 -1.431
H -1.728 -0.433 -1.396
H -0.255 -1.428 0.355
H -1.695 -0.717 1.208
H 1.946 0.003 2.816
*
```

***

Record 3
The following is a quantum chemistry calculation of a cluster of 3 separate species, C4H14O2 in total, from the OMol25 dataset.

The orbital gap comes out at 11.808 eV. The total energy comes out at -311.26483 Eh. The strongest force on any atom is 0.90 eV Å⁻¹. The SMILES is CC(C)C.O.O. The HOMO energy is -11.21 eV.

Geometry as ORCA input:
```
! RIJCOSX wB97M-V def2-TZVPD def2/J DEFGRID3
* xyz 0 1
H -0.036 -1.565 -1.053
C 0.158 1.156 -0.390
H 3.069 -0.739 -0.824
H 1.904 -1.253 0.420
H 1.661 0.807 -1.802
O -3.894 0.592 1.654
C 0.373 -0.904 -1.810
H -1.064 -0.906 3.006
C 1.164 0.186 -1.064
H -0.337 -0.974 1.677
H -4.362 0.836 0.850
O -0.168 -0.937 2.625
H 2.593 0.334 0.533
H 0.482 1.614 0.540
H 0.993 -1.430 -2.526
H -3.464 1.393 1.976
C 2.252 -0.415 -0.186
H -0.465 -0.463 -2.344
H -0.038 1.975 -1.079
H -0.818 0.693 -0.203
*
```

***

Record 4
The following is a quantum chemistry calculation of a cluster of 3 separate species, C4H14O2S in total, from the OMol25 dataset.

The orbital gap (spin up / spin down) comes out at 2.802 / 8.940 eV. The total energy comes out at -709.42405 Eh. The strongest force on any atom is 1.41 eV Å⁻¹. The HOMO energy (spin up / spin down) is 0.46 / -5.70 eV.

Geometry as ORCA input:
```
! RIJCOSX wB97M-V def2-TZVPD def2/J DEFGRID3
* xyz -1 2
H 2.483 0.037 -0.958
C -0.396 1.894 1.228
O 2.552 -0.744 -0.380
H 0.439 1.413 1.724
H -1.065 -3.083 -1.238
H 1.975 -1.594 1.978
H 0.553 1.204 -0.488
C -0.481 1.430 -0.221
H -1.301 1.659 1.783
H -0.774 -0.107 -2.491
H -0.955 2.138 -0.895
H -2.321 0.248 -0.206
C -1.246 0.096 -0.351
H 2.085 -1.432 -0.900
H 0.966 -0.540 1.845
O 1.379 -1.074 2.540
S -1.879 -2.173 -1.804
H -0.996 -0.513 0.519
C -0.838 -0.677 -1.577
H 0.132 -1.163 -1.438
H -0.312 2.981 1.331
*
```

***

Record 5
The following is a quantum chemistry calculation of a cluster of 3 separate species, C4H14O3 in total, from the OMol25 dataset.

The orbital gap comes out at 10.457 eV. The total energy comes out at -386.36939 Eh. The strongest force on any atom is 4.94 eV Å⁻¹. The SMILES is CCO.CO.CO. The HOMO energy is -9.88 eV.

Geometry as ORCA input:
```
! RIJCOSX wB97M-V def2-TZVPD def2/J DEFGRID3
* xyz 0 1
H -1.088 1.562 -0.543
H -0.685 1.847 -2.303
H 2.578 0.769 -0.464
H 0.590 -0.456 0.490
C -1.290 1.299 -1.581
H -1.106 0.225 -1.620
H 0.979 0.508 1.841
C 1.271 -0.415 1.340
H -2.795 1.634 -2.844
H 3.001 -1.444 0.441
H -0.300 -1.222 0.164
H -2.371 -0.725 1.746
H 3.394 -0.514 1.842
O -2.690 1.437 -1.910
H 1.099 -1.334 1.900
O -2.055 -1.379 1.118
C 2.782 -0.500 0.940
O 3.062 0.647 0.356
H -1.275 0.212 -0.008
H -1.778 -1.275 -0.905
C -1.321 -0.877 0.001
*
```

***

Record 6
The following is a quantum chemistry calculation of a cluster of 4 separate species, C4H14O3 in total, from the OMol25 dataset.

The orbital gap comes out at 9.936 eV. The total energy comes out at -386.48670 Eh. The strongest force on any atom is 1.66 eV Å⁻¹. The SMILES is C/C=C/C.O.O.O. The HOMO energy is -9.22 eV.

Geometry as ORCA input:
```
! RIJCOSX wB97M-V def2-TZVPD def2/J DEFGRID3
* xyz 0 1
C 2.513 0.433 -0.928
C 1.207 -0.063 -0.370
H 3.346 -0.051 -0.437
H 2.027 -1.801 0.476
C 1.156 -1.169 0.372
O -0.765 1.488 2.277
O -2.880 0.731 0.192
O -1.342 0.284 -2.478
H -1.657 1.135 -2.149
H -0.399 2.332 2.554
H -2.107 -0.094 -2.923
H -0.134 1.046 1.695
H -2.793 -0.225 0.152
H 0.314 0.263 -0.896
H 2.643 0.251 -1.997
H -2.191 1.028 0.800
H -0.416 -1.097 1.879
H -0.952 -1.629 0.294
H -0.073 -2.712 1.280
H 2.621 1.510 -0.791
C -0.119 -1.662 0.999
*
```

***

Record 7
The following is a quantum chemistry calculation of a cluster of 4 separate species, C4H14O3 in total, from the OMol25 dataset.

The orbital gap comes out at 9.468 eV. The total energy comes out at -386.46579 Eh. The strongest force on any atom is 1.40 eV Å⁻¹. The SMILES is C/C=C/C.O.O.O. The HOMO energy is -9.09 eV.

Geometry as ORCA input:
```
! RIJCOSX wB97M-V def2-TZVPD def2/J DEFGRID3
* xyz 0 1
H -0.800 0.623 -4.459
O 0.737 -2.602 -2.687
C 2.153 -0.700 2.239
C 0.970 0.220 2.045
H 2.384 -1.280 1.347
H -1.716 1.294 1.479
H -1.577 0.919 -5.673
H 3.038 -0.104 2.460
H -0.260 -0.810 3.368
H -2.178 0.540 3.068
H 1.790 -1.363 3.004
O -0.480 1.179 -1.969
H -1.391 1.446 -1.830
H -1.146 1.952 2.995
H 0.668 -3.006 -1.812
C -1.360 0.999 2.497
H 0.351 -1.744 -2.464
C -0.202 0.066 2.655
O -1.715 0.703 -4.743
H 1.176 0.973 1.271
H -0.441 0.695 -2.791
*
```

***

Record 8
The following is a quantum chemistry calculation of a cluster of 4 separate species, C4H14O3 in total, from the OMol25 dataset.

The orbital gap comes out at 9.451 eV. The total energy comes out at -386.44350 Eh. The strongest force on any atom is 3.69 eV Å⁻¹. The SMILES is C=CCC.O.O.O. The HOMO energy is -8.86 eV.

Geometry as ORCA input:
```
! RIJCOSX wB97M-V def2-TZVPD def2/J DEFGRID3
* xyz 0 1
H -6.068 -0.128 -0.839
H -5.428 1.514 -0.998
H 5.250 -0.186 3.014
C -5.184 0.466 -1.104
H -1.519 1.665 -1.816
O 3.619 0.025 -0.346
H -4.055 0.418 0.697
H 2.838 -2.625 0.968
H 5.533 1.238 2.311
H -2.047 -0.449 -1.556
H 4.471 0.026 0.105
C -2.274 1.499 -1.050
H -2.207 2.201 -0.219
O 5.654 0.309 2.279
H 3.817 -0.322 -1.217
H -4.027 -1.119 -0.086
H 2.510 -1.295 0.242
H -5.065 0.030 -2.116
O 2.139 -1.999 0.797
C -3.990 -0.042 -0.305
C -2.693 0.203 -0.980
*
```